{
  "formula": "C5H9NO",
  "method": "ωB97M-V with the def2-TZVPD basis set",
  "elements": ["C", "C", "O", "C", "C", "C", "N", "H", "H", "H", "H", "H", "H", "H", "H", "H"],
  "positions_angstrom": [[-1.298, -0.691, -0.905], [-0.852, -0.125, 0.433], [-1.057, -1.159, 1.382], [0.646, 0.345, 0.487], [1.532, -0.025, -0.712], [0.739, 1.791, 0.749], [0.809, 2.923, 0.978], [-1.214, 0.047, -1.710], [-2.344, -0.999, -0.820], [-0.707, -1.574, -1.166], [-1.491, 0.737, 0.673], [-1.105, -0.763, 2.260], [1.062, -0.149, 1.373], [2.567, 0.268, -0.514], [1.204, 0.479, -1.626], [1.511, -1.105, -0.880]],
  "lowdin_charge": [-0.05, -0.40, -0.04, -0.30, -0.06, -0.20, 0.15, 0.09, 0.09, 0.08, 0.14, 0.10, 0.14, 0.09, 0.09, 0.08],
  "smiles": "C[C@@H](O)[C@@H](C)C#N",
  "e_homo_ev": -10.828,
  "e_above_lowest_kcal_mol": 26.1,
  "multiplicity": 1,
  "lumo_ev": 0.71
}